{
  "formula": "BH3S",
  "method": "wB97M-V/def2-TZVPD",
  "smiles": "BS",
  "gap_ha": 0.40407,
  "e_above_lowest_kj_mol": 31.8,
  "multiplicity": 1,
  "total_charge": 0,
  "lumo_energy_ev": 0.4,
  "species": ["B", "S", "H", "H", "H"],
  "positions_angstrom": [[-0.242076, -0.021443, -0.449319], [1.472159, -0.255414, -0.252092], [-0.749875, 0.066535, 0.519231], [-0.695332, 0.447581, -1.336362], [1.294252, -0.180435, 1.104084]],
  "forces_ev_per_a": [[1.575, 0.480, 0.158], [0.537, -0.162, 0.828], [-1.734, -0.224, 2.259], [-1.038, 0.283, -2.556], [0.660, -0.376, -0.689]],
  "nbo_charge": [0.10, -0.12, -0.07, -0.06, 0.15]
}